1.
{"formula": "C7H29NO8", "method": "the ωB97M-V functional and the def2-TZVPD basis", "elements": ["C", "C", "C", "C", "C", "N", "C", "C", "H", "H", "H", "H", "H", "H", "H", "H", "H", "H", "H", "H", "H", "O", "H", "H", "O", "H", "H", "O", "H", "H", "O", "H", "H", "O", "H", "H", "O", "H", "H", "O", "H", "H", "O", "H", "H"], "positions_angstrom": [[2.028, -3.444, -1.272], [1.775, -1.993, -0.906], [0.638, -1.297, -0.904], [0.677, 0.182, -0.830], [-0.093, 0.855, 0.049], [-0.304, 2.235, -0.015], [1.454, 1.012, -1.844], [2.736, 1.498, -1.181], [1.222, -4.107, -0.953], [3.002, -3.704, -0.863], [2.091, -3.534, -2.359], [2.714, -1.521, -0.648], [-0.359, -1.706, -1.014], [-0.354, 0.460, 1.027], [-1.129, 2.532, 0.470], [0.315, 3.013, -0.153], [1.663, 0.453, -2.756], [0.753, 1.821, -2.038], [3.407, 2.146, -1.770], [3.327, 0.747, -0.670], [2.505, 2.368, -0.542], [1.002, 3.836, 1.656], [1.257, 4.540, 2.262], [0.995, 3.019, 2.164], [-2.400, 1.624, -2.164], [-3.037, 1.806, -1.457], [-1.555, 1.793, -1.714], [-2.531, 0.458, 3.021], [-2.804, -0.456, 2.791], [-1.761, 0.206, 3.548], [-1.485, -0.955, -2.656], [-2.124, -1.452, -3.178], [-1.896, -0.133, -2.307], [-0.156, -2.858, 1.470], [0.727, -2.744, 1.859], [-0.092, -2.729, 0.510], [1.838, -1.300, 2.431], [1.439, -0.764, 1.729], [2.760, -1.339, 2.153], [-3.368, 2.251, 0.566], [-3.148, 1.592, 1.245], [-4.311, 2.399, 0.688], [-2.632, -1.947, 1.718], [-1.731, -2.085, 1.349], [-3.054, -2.783, 1.489]], "multiplicity": 1, "e_homo_ev": -7.90, "gap_ha": 0.301, "lumo_energy_ha": 0.0110, "smiles": "C/C=C/C(=C/N)CC.O.O.O.O.O.O.O.O"}

=====

2.
{"formula": "C7H30O11", "method": "the ωB97M-V functional and the def2-TZVPD basis", "elements": ["C", "C", "C", "C", "C", "C", "C", "O", "H", "H", "H", "H", "H", "H", "H", "H", "H", "H", "O", "H", "H", "O", "H", "H", "O", "H", "H", "O", "H", "H", "O", "H", "H", "O", "H", "H", "O", "H", "H", "O", "H", "H", "O", "H", "H", "O", "H", "H"], "positions_angstrom": [[2.121, -3.419, -0.512], [0.875, -3.763, -0.183], [-0.274, -2.913, -0.556], [-0.942, -3.268, -1.669], [-0.670, -1.728, 0.290], [-0.164, -0.394, -0.395], [-0.614, -0.366, -1.825], [-1.786, -0.245, -2.137], [3.022, -4.005, -0.468], [2.380, -2.533, -1.091], [0.702, -4.522, 0.584], [-1.928, -2.937, -1.947], [-0.483, -4.023, -2.292], [-1.787, -1.732, 0.245], [-0.299, -1.546, 1.313], [0.908, -0.574, -0.438], [-0.598, 0.492, 0.020], [0.130, -0.502, -2.630], [-0.996, -0.439, 3.261], [-0.722, -0.531, 4.177], [-1.184, 0.483, 3.082], [2.504, 1.153, -3.523], [3.434, 1.421, -3.517], [2.052, 1.953, -3.188], [1.593, 1.494, 1.135], [2.547, 1.704, 1.141], [1.301, 1.842, 1.998], [-3.737, 2.221, 1.729], [-3.276, 2.316, 2.575], [-3.898, 1.268, 1.817], [3.228, -1.354, -3.469], [2.854, -0.846, -2.737], [2.679, -1.005, -4.178], [-0.427, -2.843, 3.901], [-1.175, -2.432, 3.435], [-0.526, -3.652, 3.374], [-0.870, 3.899, 0.506], [-1.028, 4.757, 0.097], [-1.591, 3.355, 0.105], [1.958, 2.622, -1.402], [1.563, 1.984, -0.803], [1.579, 3.501, -1.479], [0.044, 2.821, 2.778], [-0.008, 3.753, 3.059], [-0.503, 2.888, 1.975], [-2.472, 2.217, -0.784], [-2.364, 1.375, -1.264], [-3.151, 2.050, -0.110]], "multiplicity": 1, "e_homo_ev": -9.32, "gap_ha": 0.340, "lumo_energy_ha": -0.0030, "smiles": "C=CC(=C)CCC=O.O.O.O.O.O.O.O.O.O.O"}

=====

3.
{"formula": "C7H31NO7", "method": "the ωB97M-V functional and the def2-TZVPD basis", "elements": ["C", "C", "C", "C", "N", "C", "C", "C", "H", "H", "H", "H", "H", "H", "H", "H", "H", "H", "H", "H", "H", "H", "H", "H", "H", "O", "H", "H", "O", "H", "H", "O", "H", "H", "O", "H", "H", "O", "H", "H", "O", "H", "H", "O", "H", "H"], "positions_angstrom": [[-1.548, -2.587, 0.183], [-0.535, -1.676, -0.444], [0.303, -0.708, 0.387], [1.091, 0.335, -0.362], [0.294, 1.620, -0.599], [0.702, 2.809, 0.280], [1.927, 3.434, -0.371], [-0.514, 3.789, 0.107], [-2.061, -2.061, 0.934], [-1.054, -3.548, 0.495], [-2.400, -3.006, -0.353], [-1.059, -1.023, -1.175], [0.071, -2.266, -1.198], [0.966, -1.292, 1.130], [-0.519, -0.218, 0.928], [1.409, 0.060, -1.405], [2.025, 0.560, 0.114], [-0.730, 1.365, -0.799], [0.767, 2.632, 1.442], [1.686, 4.202, -0.996], [2.618, 2.751, -0.895], [2.579, 4.002, 0.310], [-0.319, 4.753, -0.247], [-0.945, 3.943, 1.097], [-1.201, 3.311, -0.796], [-3.181, -0.550, 1.951], [-2.227, -0.408, 1.827], [-3.169, -0.676, 2.929], [-0.191, -0.995, -4.041], [-1.073, -0.994, -3.611], [0.324, -0.512, -3.436], [0.999, -3.430, -4.144], [0.335, -3.801, -3.634], [0.877, -2.456, -4.193], [3.342, 0.429, 2.759], [3.257, -0.470, 3.018], [3.923, 0.929, 3.368], [2.926, -3.021, 1.174], [2.225, -2.716, 0.563], [3.605, -3.412, 0.594], [-0.842, 1.499, 2.871], [-0.975, 1.490, 1.880], [0.097, 1.542, 3.092], [-4.375, 0.272, -0.083], [-5.190, -0.369, -0.019], [-3.884, 0.336, 0.675]], "multiplicity": 1, "e_homo_ev": -9.02, "gap_ha": 0.343, "lumo_energy_ha": 0.0118, "smiles": "CCCCNC(C)C.O.O.O.O.O.O.O"}

=====

4.
{"formula": "C7H32N2O12", "method": "the ωB97M-V functional and the def2-TZVPD basis", "elements": ["N", "C", "N", "O", "H", "H", "H", "H", "O", "C", "C", "O", "H", "H", "H", "H", "H", "H", "O", "C", "C", "O", "H", "H", "H", "H", "H", "H", "O", "C", "C", "O", "H", "H", "H", "H", "H", "H", "O", "H", "H", "O", "H", "H", "O", "H", "H", "O", "H", "H", "O", "H", "H"], "positions_angstrom": [[-1.056, -1.081, 0.744], [-0.010, -0.712, -0.047], [0.011, 0.568, -0.449], [0.808, -1.575, -0.453], [-1.557, -0.338, 1.200], [-1.123, -2.015, 1.107], [0.719, 0.815, -1.121], [-0.893, 1.016, -0.493], [2.427, 2.238, -1.788], [2.046, 2.792, -3.053], [1.038, 3.887, -2.832], [-0.231, 3.400, -2.422], [3.233, 2.653, -1.476], [2.937, 3.230, -3.511], [1.707, 2.000, -3.715], [0.849, 4.432, -3.764], [1.441, 4.643, -2.154], [-0.229, 3.470, -1.456], [-1.540, -4.019, 1.697], [-0.271, -4.370, 2.219], [0.683, -5.001, 1.233], [0.169, -6.287, 0.812], [-1.833, -4.697, 1.072], [0.187, -3.406, 2.492], [-0.340, -4.926, 3.164], [1.672, -5.072, 1.677], [0.652, -4.324, 0.373], [0.712, -6.945, 1.253], [-0.209, 1.916, 2.803], [0.783, 2.964, 2.793], [1.220, 3.276, 1.383], [0.125, 3.679, 0.585], [-0.767, 2.087, 3.568], [0.450, 3.851, 3.335], [1.641, 2.553, 3.337], [1.718, 2.405, 0.945], [2.000, 4.037, 1.484], [-0.624, 3.192, 0.954], [-3.940, -2.281, 0.598], [-3.481, -3.115, 0.451], [-4.314, -2.362, 1.482], [2.519, -2.523, 1.413], [3.313, -2.739, 0.915], [1.844, -2.252, 0.729], [-2.639, 2.033, 0.294], [-3.429, 2.092, -0.255], [-2.776, 2.682, 0.995], [1.074, -1.349, -3.701], [1.247, -0.425, -3.902], [0.981, -1.378, -2.737], [-2.683, 0.179, -2.649], [-2.689, 1.131, -2.809], [-3.566, -0.027, -2.321]], "multiplicity": 1, "e_homo_ev": -9.50, "gap_ha": 0.348, "lumo_energy_ha": -0.0013, "smiles": "NC(N)=O.OCCO.OCCO.OCCO.O.O.O.O.O"}